# 1
{"formula": "C18H15F5N9Pt", "method": "the ωB97M-V functional and the def2-TZVPD basis", "total_charge": 1, "homo_lumo_gap_ha": 0.1838, "lumo_energy_ev": -4.16, "de_lowest_kcal_mol": 0.0, "homo_ev": -9.159, "elements": ["Pt", "N", "C", "N", "C", "N", "N", "C", "C", "C", "C", "C", "C", "N", "C", "C", "C", "C", "C", "C", "H", "H", "H", "H", "H", "H", "H", "H", "H", "H", "H", "N", "C", "N", "N", "C", "N", "H", "H", "H", "H", "F", "C", "F", "C", "F", "F", "F"], "positions_angstrom": [[-1.03724, -0.71082, -0.00618], [1.71314, 2.28681, -1.27827], [0.68202, 1.68720, -0.70514], [0.44752, 0.40661, -0.80345], [1.24547, -0.38827, -1.64631], [0.92845, -1.61508, -1.91081], [-0.22960, -1.97447, -1.27200], [-0.73198, -3.14426, -1.36936], [-1.96021, -3.34472, -0.60519], [-2.68522, -4.51569, -0.67385], [-3.88663, -4.61420, 0.01373], [-4.32737, -3.52347, 0.73308], [-3.54643, -2.37476, 0.77169], [-2.37599, -2.28143, 0.14604], [2.42793, 0.21851, -2.23216], [3.34415, -0.51158, -2.99718], [4.45452, 0.10994, -3.52024], [4.67429, 1.47107, -3.28790], [3.77949, 2.20890, -2.54251], [2.65547, 1.57605, -2.02240], [1.81596, 3.28379, -1.16554], [-0.00016, 2.29867, -0.13469], [-0.27847, -3.90431, -1.99434], [-2.31199, -5.33110, -1.27809], [-4.47127, -5.52271, -0.03015], [-5.26392, -3.54050, 1.27054], [-3.87299, -1.50954, 1.31859], [3.15995, -1.56353, -3.16298], [5.15815, -0.45564, -4.11458], [5.55323, 1.95311, -3.69329], [3.94127, 3.26481, -2.36550], [1.63513, 3.25176, 2.13997], [1.67766, 1.88231, 2.30547], [2.86823, 1.32925, 2.65729], [0.65920, 1.15318, 2.05402], [-0.62900, 1.30729, 2.24745], [-1.52223, 0.67737, 1.49787], [2.36884, 3.79582, 2.56614], [0.70789, 3.63365, 2.28151], [3.66491, 1.88621, 2.90200], [2.89609, 0.34011, 2.82441], [-3.65778, 0.83483, 0.81147], [-2.85867, 0.82148, 1.91737], [-3.25657, -0.25931, 2.65724], [-3.26780, 2.07196, 2.74940], [-4.60104, 2.06586, 2.85527], [-2.76984, 2.07331, 3.97562], [-2.91656, 3.19554, 2.11593]]}



# 2
{"formula": "C2H5N3", "method": "the ωB97M-V functional and the def2-TZVPD basis", "total_charge": 0, "homo_lumo_gap_ha": 0.3870, "lumo_energy_ev": 0.72, "de_lowest_kcal_mol": 22.2, "smiles": "N#CNCN", "homo_ev": -9.808, "elements": ["N", "C", "N", "C", "N", "H", "H", "H", "H", "H"], "positions_angstrom": [[2.70170, 0.88192, -0.10631], [1.82873, 0.21939, -0.41863], [0.66372, -0.41954, -0.66846], [-0.65822, 0.03402, -0.29816], [-0.89679, -0.19263, 1.11281], [0.82294, -1.30783, -1.01764], [-0.89282, 1.15300, -0.47355], [-1.26899, -0.69576, -0.98452], [-1.85033, -0.16891, 1.18232], [-0.44994, 0.49634, 1.67212]]}



# 3
{"formula": "C4H5NO", "method": "the ωB97M-V functional and the def2-TZVPD basis", "total_charge": 0, "homo_lumo_gap_ha": 0.3948, "lumo_energy_ev": -0.39, "de_lowest_kcal_mol": 17.6, "smiles": "CCC(=O)C#N", "homo_ev": -11.133, "elements": ["C", "C", "C", "O", "C", "N", "H", "H", "H", "H", "H"], "positions_angstrom": [[0.45698, 1.32264, 0.00491], [0.58539, -0.14368, -0.43015], [-0.20118, -1.01913, 0.51326], [0.19359, -1.37272, 1.59668], [-1.56568, -1.40818, 0.06881], [-2.62718, -1.71465, -0.27536], [-0.57133, 1.68389, -0.09506], [1.10284, 1.95839, -0.60562], [0.75943, 1.43396, 1.04905], [1.62930, -0.46529, -0.36669], [0.23783, -0.27522, -1.45983]]}



# 4
{"formula": "C5H12N2O", "method": "the ωB97M-V functional and the def2-TZVPD basis", "total_charge": -1, "homo_lumo_gap_ha": [0.1495, 0.2568], "lumo_energy_ev": [3.79, 3.76], "de_lowest_kcal_mol": 26.5, "multiplicity": 2, "s2": 0.7635, "homo_ev": [-0.278, -3.232], "elements": ["C", "C", "C", "C", "C", "N", "N", "H", "H", "H", "H", "H", "H", "H", "H", "H", "H", "H", "H", "O"], "positions_angstrom": [[1.42248, 0.80451, 0.71139], [0.64001, 1.49288, -0.44794], [-0.58400, 0.68865, -0.77727], [-1.83956, 1.07426, -0.34151], [-1.20431, -1.36596, -1.69529], [-0.37232, -0.36961, -1.61192], [0.86790, 1.08826, 2.02626], [2.45545, 1.20045, 0.68809], [1.51476, -0.26796, 0.57015], [0.38471, 2.50150, -0.11298], [1.29002, 1.51784, -1.30776], [-2.10447, 1.82125, 0.40944], [-2.76120, 0.63348, -0.71381], [-2.10870, -1.59284, -1.10007], [-1.02708, -2.23347, -2.33326], [-0.13679, 0.92993, 1.97714], [0.99929, 2.04662, 2.32612], [0.88588, -2.55206, 0.22541], [0.88478, -3.91493, 1.17768], [0.79312, -3.50280, 0.33012]]}